No. 1
Molecular formula: C4H9N3
Method: DFT, ωB97M-V/def2-TZVPD

Results
Relative energy (zero: lowest compared OMol25 entry of this formula, charge and spin) = 127.6 kcal per mole
Frontier orbital gap (alpha / beta) = 0.277 / 0.323 Eh

Last column: Mulliken charge in e.
Cartesian coordinates (Å):
C -2.0195 -0.3737 -0.8838  -1.0960
N 1.3898 -0.7335 0.3361  -0.0909
C -0.3268 1.1756 0.0738  0.4935
C -1.0603 0.0388 0.2171  0.3434
N 2.5466 -1.3555 0.2135  -0.4586
C 0.0831 2.4104 0.1097  -0.8068
N -0.8267 -0.8607 1.1811  -0.6356
H 0.8046 -1.0077 -0.4484  0.1706
H 3.2231 -1.2032 0.9443  0.1949
H 2.7290 -2.0930 -0.4557  0.2174
H -0.2462 -0.4420 1.9024  0.3001
H -1.7611 -1.3680 -1.2578  0.2595
H -3.0317 -0.4361 -0.4786  0.3021
H -2.0177 0.3329 -1.7137  0.3227
H 1.0454 2.7187 -0.2877  0.2419
H -0.5314 3.1971 0.5477  0.2416

No. 2
Molecular formula: C4H9N3
Method: DFT, ωB97M-V/def2-TZVPD

Results
Relative energy (zero: lowest compared OMol25 entry of this formula, charge and spin) = 41.6 kcal per mole
SMILES = C1N[C@H]2CN[C@@H]1N2
Frontier orbital gap = 0.341 Eh

Last column: Mulliken charge in e.
Cartesian coordinates (Å):
C -1.4032 0.3945 -0.2916  -0.6143
N -1.0229 -0.9861 -0.4300  -0.4817
C 0.3027 -1.0905 0.3056  -0.2092
C 1.4625 -0.3586 -0.3051  -0.4718
N 0.9657 1.0417 -0.3532  -0.3953
C -0.1480 1.0372 0.4774  -0.0500
N 0.1476 -0.1306 1.3955  -0.5912
H -1.5358 0.9426 -1.2895  0.2775
H -2.2879 0.5313 0.4047  0.3009
H -0.7842 -1.1406 -1.3995  0.2983
H 0.4730 -2.0942 0.6606  0.4644
H 2.3593 -0.4569 0.3498  0.2640
H 1.7879 -0.7501 -1.3883  0.2735
H 0.7671 1.4660 -1.2126  0.2688
H -0.4000 1.8675 1.1327  0.3825
H -0.6838 -0.2732 1.9436  0.2835

No. 3
Molecular formula: C4H9N3
Method: DFT, ωB97M-V/def2-TZVPD

Results
Relative energy (zero: lowest compared OMol25 entry of this formula, charge and spin) = 76.4 kcal per mole
SMILES = Cn1cc(N)n1C
Frontier orbital gap = 0.303 Eh

Last column: Mulliken charge in e.
Cartesian coordinates (Å):
C -0.0960 2.0926 -0.7317  -0.7667
N -0.3033 0.6689 -0.8943  -0.2039
C 0.8116 -0.1678 -1.1531  -0.7483
C 0.8184 -0.7407 0.0732  0.5348
N 1.5506 -1.6757 0.7685  -0.4179
N -0.2647 -0.0069 0.5930  -0.1937
C -1.5270 -0.6526 0.8764  -0.8288
H 0.7579 2.3304 -0.0864  0.3073
H -1.0003 2.5372 -0.3163  0.2417
H 0.0665 2.5147 -1.7256  0.3363
H 1.3781 -0.2247 -2.0616  0.3836
H 1.0389 -2.1759 1.4811  0.2177
H 2.3301 -2.0755 0.2686  0.2135
H -1.8453 -1.3345 0.0776  0.3164
H -2.2871 0.1154 1.0166  0.2579
H -1.4283 -1.2048 1.8141  0.3503

No. 4
Molecular formula: C4H9N3
Method: DFT, ωB97M-V/def2-TZVPD

Results
Relative energy (zero: lowest compared OMol25 entry of this formula, charge and spin) = 158.9 kcal per mole
Frontier orbital gap = 0.272 Eh

Last column: Mulliken charge in e.
Cartesian coordinates (Å):
C -0.3485 1.7873 -0.0474  -0.8393
N -0.7230 0.3696 -0.0379  -0.2622
C 1.5567 -0.5748 0.2283  -0.2418
N 1.6922 -1.8777 -0.1456  -0.3482
N 2.3922 0.3586 0.1571  -0.5578
H -0.5707 -0.1294 -0.9001  0.3712
H 1.0227 -2.5670 0.1488  0.2140
H 2.5910 -2.2347 -0.4501  0.1828
H 3.3016 0.1409 -0.2630  0.1483
H -0.8223 2.2818 -0.8953  0.3391
H -0.7147 2.2368 0.8714  0.3224
H 0.7390 1.8507 -0.0845  0.3593
C -2.4086 0.2009 0.1733  -0.4111
C -3.3818 -0.5269 0.2246  -0.1300
H -4.3322 -0.9858 0.3194  0.3861
H 0.0064 -0.3300 0.7010  0.4671

No. 5
Molecular formula: C4H9N3O
Method: DFT, ωB97M-V/def2-TZVPD

Results
Relative energy (zero: lowest compared OMol25 entry of this formula, charge and spin) = 75.5 kcal per mole
SMILES = N/N=C\N1CC(O)C1
Frontier orbital gap = 0.308 Eh

Last column: Mulliken charge in e.
Cartesian coordinates (Å):
N -2.6618 -0.8238 0.1093  -0.4330
N -2.5641 0.4388 -0.4649  -0.4481
C -1.4536 1.0659 -0.3369  0.1332
N -0.3196 0.5587 0.2449  -0.0826
C 0.2473 -0.7957 0.1632  -0.8171
C 1.7016 -0.1399 0.2958  0.1407
O 2.5859 -0.2972 -0.7853  -0.5490
C 0.9810 1.2447 0.2969  -0.7762
H -3.0672 -1.4794 -0.5467  0.2655
H -1.7998 -1.2681 0.4256  0.2372
H -1.3853 2.0603 -0.7379  0.3583
H 0.1333 -1.3717 -0.7666  0.3414
H 0.0619 -1.3819 1.0289  0.3690
H 2.1652 -0.3389 1.2550  0.3441
H 3.0386 -1.1460 -0.7036  0.3195
H 1.1881 1.7839 -0.6478  0.3427
H 1.1485 1.8902 1.1699  0.2542

No. 6
Molecular formula: C4H9N3O
Method: DFT, ωB97M-V/def2-TZVPD

Results
Relative energy (zero: lowest compared OMol25 entry of this formula, charge and spin) = 140.2 kcal per mole
Frontier orbital gap = 0.283 Eh

Last column: Mulliken charge in e.
Cartesian coordinates (Å):
C -0.0300 -0.1415 -2.0865  -0.7505
C 1.2460 -0.3590 1.4914  0.5901
C -0.9206 0.3430 0.2349  0.7960
N 2.2604 -1.0206 1.0119  -0.3724
N -1.4732 1.6214 0.4242  -0.5888
C 0.1798 0.1897 1.8460  -0.9191
O 0.2058 0.4666 -0.8410  -0.4130
N -1.7004 -0.6891 0.1516  -0.8269
H 2.7508 -0.5947 0.2309  0.2796
H 2.3094 -2.0255 1.1232  0.2428
H -0.7444 2.3055 0.5816  0.2466
H -2.1005 1.9210 -0.3083  0.2692
H -1.4226 -1.4880 0.7109  0.1905
H -0.3002 0.4084 2.7755  0.4324
H -0.8985 -0.8063 -2.1436  0.4027
H 0.8386 -0.7539 -2.3499  0.2059
H -0.2003 0.6229 -2.8527  0.2148

No. 7
Molecular formula: C4H9N3O
Method: DFT, ωB97M-V/def2-TZVPD

Results
Relative energy (zero: lowest compared OMol25 entry of this formula, charge and spin) = 122.1 kcal per mole
SMILES = C=NO/C=N/N(C)C
Frontier orbital gap = 0.335 Eh

Last column: Mulliken charge in e.
Cartesian coordinates (Å):
C -3.6905 0.5015 0.2576  -0.2635
N -2.5940 0.5311 -0.3560  -0.3036
O -2.0665 -0.8648 -0.3333  -0.2462
C -0.7426 -0.8959 -0.4530  0.0971
N -0.0272 0.1736 -0.1966  -0.4608
N 1.3545 0.0512 -0.4741  0.0360
C 1.8729 -1.0014 0.3173  -0.8474
C 1.9935 1.3150 -0.2078  -0.8440
H -4.0944 -0.4195 0.6014  0.3117
H -4.2110 1.4288 0.4251  0.2794
H -0.3590 -1.7139 -1.0164  0.3963
H 2.8815 -1.2521 0.0510  0.3636
H 1.8891 -0.9750 1.4622  0.2963
H 1.4420 -2.0008 0.0187  0.2565
H 1.9193 1.4743 0.8943  0.3365
H 1.3882 2.1817 -0.5567  0.2757
H 3.0443 1.4662 -0.4336  0.3164

No. 8
Molecular formula: C4H9N3O
Method: DFT, ωB97M-V/def2-TZVPD

Results
Relative energy (zero: lowest compared OMol25 entry of this formula, charge and spin) = 103.6 kcal per mole
SMILES = CNC/C=N\NC=O
Frontier orbital gap = 0.343 Eh

Last column: Mulliken charge in e.
Cartesian coordinates (Å):
C 0.8095 1.4673 1.6413  -0.9192
N 0.7991 0.6391 0.5155  -0.4506
C 0.4683 -0.7239 0.8717  -0.3364
C 0.1215 -1.7161 -0.1879  -0.2362
N -0.6301 -1.5154 -1.2311  -0.5387
N -0.7953 -0.1526 -1.4699  0.1971
C -1.7963 0.1099 -2.4935  0.1247
O -2.3872 1.2015 -2.5781  -0.5430
H -0.4027 1.6432 1.8573  0.3164
H 1.4613 0.9740 2.3636  0.3499
H 1.4597 2.3207 1.2611  0.2656
H 1.8069 0.8200 0.3001  0.2518
H -0.3509 -0.7589 1.7219  0.2817
H 1.4278 -1.1022 1.3941  0.3163
H 0.4183 -2.9004 -0.1196  0.2709
H -0.4131 0.6138 -0.7635  0.3616
H -1.9968 -0.9202 -3.0828  0.2881

No. 9
Molecular formula: C4H9N3O2
Method: DFT, ωB97M-V/def2-TZVPD

Results
Relative energy (zero: lowest compared OMol25 entry of this formula, charge and spin) = 199.8 kcal per mole
Frontier orbital gap = 0.340 Eh

Last column: Mulliken charge in e.
Cartesian coordinates (Å):
C -2.3834 -1.8230 0.2171  -0.7686
C -0.0828 -1.0662 0.2460  0.4472
C -0.3454 1.3905 0.3644  -0.3519
C 0.5776 2.3429 -0.4591  0.0321
H -2.8066 -0.9871 -0.3182  0.3677
H -2.8142 -1.5930 1.4297  0.2678
H -3.0144 -2.6266 -0.0749  0.3911
H -0.2828 -2.9070 0.1308  0.2542
H -2.0501 -0.0199 -0.1433  0.1546
H -0.3699 1.5009 1.4499  0.3027
H -1.2702 1.9519 0.1302  0.4130
H 0.0894 3.3207 -0.1252  0.2310
H 2.0892 0.0351 -0.7758  0.3856
N -0.8665 -2.1628 -0.0055  -0.1577
N -0.6391 0.1370 -0.2802  -0.4288
N 1.1105 -1.2064 0.6521  -0.5973
O 1.5312 2.1594 -1.1468  -0.4635
O 1.7938 0.2012 0.3369  -0.4792

No. 10
Molecular formula: C4H9N3O3
Method: DFT, ωB97M-V/def2-TZVPD

Results
Relative energy (zero: lowest compared OMol25 entry of this formula, charge and spin) = 85.7 kcal per mole
SMILES = C[N@H+]1[C@]([O-])(O)[N@+]2(C)N[C@]12[O-]
Frontier orbital gap = 0.370 Eh

Last column: Mulliken charge in e.
Cartesian coordinates (Å):
C 2.0210 0.2838 1.0869  -0.8513
N 1.0394 0.6899 0.0725  -0.1274
C 0.6066 -0.4152 -0.8944  0.5001
O 0.9833 -1.5625 -0.7629  -0.6473
O 0.5108 0.2187 -2.1355  -0.5231
N -1.0467 -0.1743 -0.1642  0.3367
C -2.0732 -1.1630 0.0936  -0.9749
N -1.4594 1.2574 -0.2496  -0.6457
C -0.5657 0.8786 0.8009  0.6255
O -0.5783 1.0341 1.9996  -0.6370
H 1.9518 0.9828 1.9186  0.3350
H 1.7638 -0.7137 1.4312  0.3118
H 3.0248 0.2717 0.6641  0.3161
H 1.3427 1.5167 -0.4358  0.3184
H 0.4682 -0.4891 -2.7923  0.3642
H -2.7891 -1.1824 -0.7287  0.3053
H -2.5892 -0.9441 1.0300  0.3155
H -1.5671 -2.1263 0.1676  0.3569
H -1.0438 1.6369 -1.1015  0.3212

No. 11
Molecular formula: C4H9N3OP
Method: DFT, ωB97M-V/def2-TZVPD

Results
Net charge = +1
Relative energy (zero: lowest compared OMol25 entry of this formula, charge and spin) = 33.7 kcal per mole
SMILES = N/C=N/C=[PH]=CC(=[NH2+])O
Frontier orbital gap = 0.309 Eh

Last column: Mulliken charge in e.
Cartesian coordinates (Å):
N -1.4783 1.1877 1.3750  -0.2959
C -0.6908 0.1198 1.4515  0.1196
N -1.0970 -1.1494 1.3362  -0.3145
C -0.9539 -2.1021 0.5464  -0.1292
P -0.2205 -1.8258 -1.1465  -0.1902
C 0.1684 -0.0286 -0.9314  -0.8538
C 1.4545 0.4140 -0.8602  0.8268
N 2.5059 -0.3800 -0.8438  -0.3790
O 1.5852 1.7147 -0.8615  -0.5119
H -1.3688 1.9276 1.9507  0.2424
H -2.4885 1.0624 1.0681  0.2945
H 0.4078 0.0815 1.7564  0.3595
H -1.2960 -3.0665 0.8467  0.4764
H -1.5121 -1.4327 -1.5972  0.0954
H -0.7244 0.6851 -0.9867  0.4138
H 2.3986 -1.2919 -1.1160  0.1701
H 3.3960 0.1149 -0.9956  0.2893
H 0.6878 2.1439 -0.8133  0.3867

No. 12
Molecular formula: C4H9N3OS2
Method: DFT, ωB97M-V/def2-TZVPD

Results
Relative energy (zero: lowest compared OMol25 entry of this formula, charge and spin) = 0.0 kcal per mole
Frontier orbital gap = 0.330 Eh

Last column: Mulliken charge in e.
Cartesian coordinates (Å):
C -0.7724 0.6871 -0.2653  0.4866
C -2.3752 -0.5729 -1.4783  -0.5209
C -2.9055 -0.7171 -0.0656  -0.4919
C 3.3907 -0.3198 1.1059  -0.7017
N 0.2153 1.4810 -0.1593  -0.5138
N -1.4650 0.5489 -1.4165  -0.2676
N 2.6153 0.3935 0.1258  -0.5178
O 0.6732 0.5113 2.1376  -0.5547
S -1.4774 -0.3057 1.0204  -0.0334
S 1.1945 1.4678 1.1791  0.5359
H -1.8521 -1.4883 -1.7933  0.2550
H -3.1758 -0.3597 -2.1923  0.2931
H -3.7001 0.0009 0.1405  0.2939
H -3.2494 -1.7216 0.1657  0.3646
H 3.9135 -1.1415 0.6059  0.2842
H 4.1296 0.2892 1.6391  0.2592
H 2.6978 -0.7497 1.8352  0.2999
H -1.0119 0.8703 -2.2604  0.2823
H 3.1547 1.1264 -0.3243  0.2472

no.,strongest force on any atom (hartree/bohr),calculated total energy (eV)
1,0.015,-8758.99343
2,0.078,-8762.71938
3,0.059,-8761.21354
4,0.119,-8757.63514
5,0.045,-10809.18890
6,0.055,-10806.38097
7,0.091,-10807.16551
8,0.077,-10807.96874
9,0.126,-12851.26204
10,0.008,-14903.93305
11,0.088,-20091.97568
12,0.062,-32480.76020